Computed, not measured: a molecular structure, C36H57BF4LaN5S2SbSi3, with the ωB97M-V functional and the def2-TZVPD basis.

Frontier orbital gap in eV: 6.58
Total charge: +1
Total energy in Ha: -4041.11849
ΔE to the lowest compared entry with this formula, charge and spin in eV: 0.000
Molar mass in Da: 1055.7
Highest occupied orbital energy in eV: -9.138

Each line ends with the Löwdin charge.
Cartesian coordinates (Å):
La (-1.3043, 0.7643, 0.3028)  1.676
C (0.2687, -0.0363, 3.3852)  -0.039
C (-1.2035, -0.1287, 3.7109)  -0.297
C (-1.7362, -0.8926, 4.7654)  -0.003
C (-3.0781, -0.8866, 4.9383)  -0.021
C (-3.9014, -0.0927, 4.1074)  0.013
C (-3.2988, 0.6550, 3.1371)  -0.195
N (-1.9532, 0.6089, 2.9136)  0.036
C (-4.0568, 1.6327, 2.2671)  -0.189
C (-5.2815, 2.1156, 2.6688)  0.013
C (-5.9482, 3.0303, 1.8626)  -0.001
C (-5.3740, 3.3770, 0.6530)  0.018
C (-4.1031, 2.8975, 0.3609)  -0.189
N (-3.4361, 2.0675, 1.1567)  0.049
C (-3.4579, 3.3094, -0.9371)  -0.201
C (-3.9176, 4.3880, -1.6638)  0.003
C (-3.2830, 4.7768, -2.8472)  -0.011
C (-2.2021, 4.0197, -3.2674)  0.004
C (-1.8402, 2.8968, -2.5277)  -0.319
C (-0.8696, 1.9114, -3.0936)  -0.044
N (-2.4109, 2.5820, -1.3708)  0.010
H (0.8960, -0.4799, 4.1794)  0.100
H (0.5678, 0.9702, 3.1571)  0.061
H (0.5056, -0.6446, 2.4859)  0.022
H (-1.0597, -1.4810, 5.3799)  0.124
H (-3.5625, -1.4685, 5.6959)  0.116
H (-4.9545, -0.0666, 4.2745)  0.110
H (-5.6795, 1.7921, 3.5947)  0.104
H (-6.9092, 3.3759, 2.1751)  0.115
H (-5.9438, 3.9979, -0.0304)  0.116
H (-4.8112, 4.9177, -1.3647)  0.106
H (-3.5941, 5.6595, -3.3716)  0.113
H (-1.7173, 4.2958, -4.1785)  0.114
H (-0.2489, 2.3720, -3.8633)  0.085
H (-1.4070, 1.0988, -3.5409)  0.086
H (-0.2152, 1.5327, -2.3210)  0.015
S (-0.2647, 3.4128, 0.5605)  0.473
C (1.2568, 3.1607, 1.4970)  -0.710
C (1.6793, 4.1543, 2.3881)  -0.142
C (2.9146, 4.0790, 3.0311)  -0.092
C (3.7121, 2.9311, 2.8704)  -0.093
C (3.2670, 1.9180, 2.0251)  -0.154
C (2.0877, 2.0207, 1.2926)  -0.759
S (1.6495, 0.7251, 0.1792)  0.400
H (1.0704, 5.0343, 2.5729)  0.099
H (3.2882, 4.8425, 3.6703)  0.089
H (4.5900, 2.8022, 3.4562)  0.088
H (3.8526, 0.9972, 1.9666)  0.100
F (-2.5155, -0.2832, -1.7233)  -0.060
B (-3.7799, -0.7730, -1.1268)  -1.257
F (-3.4751, -0.6206, 0.2651)  -0.002
F (-4.7904, 0.0312, -1.4856)  0.214
F (-3.9453, -2.1089, -1.4477)  0.150
N (4.3569, 3.8611, -1.5091)  0.081
C (3.9051, 2.4467, -1.7618)  -0.131
C (2.8768, 2.4496, -2.8553)  -0.200
N (1.7010, 3.1972, -2.4753)  -0.054
C (2.0642, 4.5803, -2.1837)  -0.189
C (3.1322, 4.7031, -1.1094)  -0.067
H (4.7603, 4.2350, -2.3845)  0.183
H (5.0688, 3.9082, -0.7852)  0.176
H (3.5268, 2.0457, -0.8496)  0.042
H (4.7921, 1.8760, -2.0605)  0.141
H (2.5999, 1.4031, -3.0560)  0.114
H (3.3017, 2.8644, -3.7737)  0.129
H (1.2729, 2.8058, -1.6449)  0.013
H (1.1996, 5.0838, -1.7701)  0.111
H (2.3414, 5.0674, -3.1076)  0.120
H (2.7833, 4.2703, -0.1830)  0.101
H (3.4413, 5.7315, -0.9814)  0.132
C (-1.8790, -4.1003, -2.4776)  -0.211
Si (-1.3083, -4.5627, -0.7652)  0.302
C (-0.6181, -6.2883, -0.7237)  -0.231
C (-2.6897, -4.5473, 0.5170)  -0.204
Sb (0.4921, -2.8061, -0.1562)  0.842
Si (1.8527, -3.9308, 1.6631)  0.221
C (0.6521, -4.3258, 3.0332)  -0.205
C (3.1030, -2.7206, 2.2255)  -0.217
C (2.6841, -5.4616, 1.0893)  -0.218
Si (1.9594, -2.7734, -2.2518)  0.267
C (1.3394, -1.3996, -3.3603)  -0.223
C (2.0171, -4.4321, -3.1212)  -0.227
C (3.7023, -2.3785, -1.7161)  -0.230
H (-2.4580, -4.8734, -2.9926)  0.046
H (-1.0561, -3.8528, -3.1590)  0.010
H (-2.4924, -3.2219, -2.4342)  -0.001
H (-1.3928, -6.9814, -1.0350)  0.033
H (-0.2867, -6.6121, 0.2540)  0.017
H (0.2100, -6.3947, -1.4382)  0.025
H (-3.3181, -5.4359, 0.3943)  0.041
H (-3.2788, -3.6432, 0.4633)  0.008
H (-2.2224, -4.6075, 1.5088)  0.010
H (0.3764, -3.4038, 3.5166)  0.006
H (1.1343, -5.0409, 3.6962)  0.039
H (-0.2507, -4.7669, 2.5853)  0.013
H (2.5473, -1.8516, 2.6013)  0.013
H (3.6685, -2.3327, 1.4054)  0.011
H (3.7227, -3.0923, 3.0118)  0.034
H (1.9775, -6.1594, 0.5995)  0.024
H (3.1461, -6.0112, 1.9075)  0.038
H (3.4485, -5.1800, 0.3490)  0.029
H (0.2837, -1.5325, -3.6544)  0.037
H (1.9102, -1.3075, -4.2812)  0.037
H (1.4020, -0.4913, -2.7896)  -0.029
H (1.0737, -4.8579, -3.4464)  0.009
H (2.4661, -5.2084, -2.4506)  0.040
H (2.6567, -4.3410, -4.0225)  0.041
H (3.7132, -1.4154, -1.2076)  0.003
H (4.3843, -2.2290, -2.5536)  0.034
H (4.1275, -3.1487, -1.0791)  0.019

Cartesian forces, eV/Å:
La 0.38 0.01 -0.48
C 0.10 -1.68 0.29
C 0.96 0.07 0.11
C 1.26 0.10 -0.49
C -1.45 0.45 -0.46
C 0.95 -0.44 0.68
C 0.30 0.85 -0.94
N -1.32 -0.09 -0.24
C 0.85 -0.30 0.38
C 0.16 0.39 -0.61
C 0.56 -0.76 -0.09
C -0.54 0.11 0.52
C 0.11 0.47 -1.06
N -0.51 -0.27 0.14
C 0.35 -0.21 0.20
C -0.50 0.44 -0.51
C 0.48 -0.75 1.01
C -0.85 0.35 0.37
C 0.17 -0.22 -0.60
C 0.20 0.63 -0.22
N -0.54 0.01 0.48
H -0.27 0.43 -0.23
H 0.11 0.52 0.15
H -0.20 0.22 0.26
H -0.20 0.12 -0.04
H -0.01 -0.28 0.36
H -0.47 -0.03 -0.01
H -0.45 -0.14 0.66
H -0.44 0.33 -0.04
H 0.32 -0.09 0.08
H 0.20 0.10 0.16
H -0.19 0.15 -0.24
H 0.45 -0.17 -0.36
H -0.03 -0.07 0.21
H -0.41 -0.56 -0.12
H 0.27 -0.28 0.16
S 0.70 -0.12 0.51
C -0.19 -0.06 -0.38
C 0.52 0.26 0.09
C 0.24 -1.39 -0.52
C -1.45 0.47 -0.43
C 0.68 -0.18 0.28
C -0.63 0.59 0.00
S -0.22 -0.29 -0.01
H -0.12 -0.17 -0.20
H -0.10 0.65 0.45
H 0.68 -0.04 0.24
H -0.17 0.21 -0.17
F 0.05 -0.11 0.07
B 0.76 -0.92 -0.48
F -0.01 -0.15 0.73
F -0.59 0.51 -0.17
F -0.09 0.75 0.27
N -0.77 0.55 -0.42
C 1.53 -0.12 -0.72
C -0.54 -0.63 0.17
N 0.34 1.00 -0.35
C -0.29 -0.62 0.50
C 0.58 -0.28 -0.62
H -0.14 -0.11 0.52
H 0.04 -0.06 0.10
H -0.36 -0.21 0.69
H -0.06 0.08 0.11
H 0.11 0.31 0.01
H -0.04 0.02 -0.12
H -0.14 -0.28 0.26
H -0.31 0.18 -0.06
H 0.25 0.29 -0.31
H -0.08 -0.02 0.37
H 0.23 0.17 0.17
C 0.37 -0.25 -0.61
Si -0.04 -0.01 0.19
C 0.42 -0.09 -0.59
C 0.64 -0.09 0.04
Sb -0.80 0.44 -0.11
Si -0.50 -0.15 -0.18
C -0.13 -0.32 -0.86
C -0.86 1.00 0.23
C -0.11 -0.76 -0.90
Si 0.00 -0.46 -0.03
C -0.70 -0.57 -0.25
C 0.62 -0.65 0.10
C 0.14 0.48 -0.14
H -0.02 -0.10 0.25
H 0.09 -0.13 0.20
H -0.35 0.41 0.08
H -0.25 -0.18 -0.11
H 0.15 0.03 0.29
H -0.08 -0.04 0.22
H -0.03 0.18 -0.05
H -0.28 0.17 0.00
H -0.18 0.00 -0.08
H -0.17 0.25 0.52
H -0.19 0.05 0.33
H 0.22 -0.03 0.33
H 0.14 -0.04 0.12
H 0.67 0.09 -0.53
H 0.61 -0.27 0.50
H 0.35 0.35 0.16
H 0.20 0.05 0.10
H -0.08 -0.26 0.20
H 0.32 -0.02 0.19
H 0.22 0.03 -0.06
H 0.05 0.66 0.23
H -0.29 0.17 -0.04
H -0.15 0.66 -0.47
H -0.19 -0.09 0.42
H -0.07 0.02 0.42
H -0.04 -0.27 -0.30
H 0.04 -0.03 0.18